Entry from OMol25: 5 unconnected molecules or ions with the total composition C3H13NO3 (wB97M-V/def2-TZVPD).

Its total energy is -402.3559 hartree. The calculation puts the HOMO energy at -9.0 eV. The energy above the lowest of the compared OMol25 structures with the same formula, charge and spin is 589.6 kJ/mol. Its spin multiplicity is 1.

Cartesian coordinates (Å):
C 1.6980 -1.6906 0.0606
C 1.6056 -0.1928 -0.2614
C 1.3512 0.7906 0.6907
N 0.4546 1.7804 0.6456
H 2.2352 -1.8613 0.9909
H 0.6772 -2.0360 0.0825
H 2.1299 -2.1997 -0.8018
H 1.7303 0.1494 -1.3032
H 1.7819 0.6406 1.6835
H -0.0930 1.9757 -0.1965
H -0.1902 1.7051 1.4246
H -1.3040 0.6830 -1.4213
H -1.0018 1.7911 -2.5090
O -0.5513 1.1244 -1.9741
H -0.3196 -0.5089 -0.5723
H -1.5331 -0.8873 2.4557
O -1.2466 -0.5743 1.5964
H -3.1956 0.0565 -0.7737
H -1.9559 -0.5547 0.8769
O -2.2728 -0.1910 -0.6940

=====

Entry from OMol25: 4 unconnected molecules or ions with the total composition C3H13NO3 (wB97M-V/def2-TZVPD).

Its total energy is -402.4975 hartree. The calculation puts the HOMO energy at -9.9 eV. The energy above the lowest of the compared OMol25 structures with the same formula, charge and spin is 217.8 kJ/mol. Its spin multiplicity is 1.

Cartesian coordinates (Å):
C -1.0647 -1.4315 1.6478
C -0.7072 -0.1503 0.9003
C -1.0539 -1.0127 -1.1792
N -0.2056 -0.4509 -0.4107
H -1.1191 -2.3241 1.0848
H -0.3564 -1.6700 2.4072
H -2.0915 -1.2714 2.1422
H -0.0998 0.3380 1.6708
H -1.5484 0.6612 0.9271
H -2.1220 -0.9826 -0.9667
H -0.6575 -1.3698 -2.1652
H 0.5105 2.1874 0.4714
H 0.2159 3.6807 1.2465
O -0.1222 2.7916 0.9453
H 2.0043 -0.8884 -0.7677
H 2.7819 -1.7219 -1.7099
O 2.6100 -0.7480 -1.4955
H 0.2612 1.4207 -1.4757
H 1.5786 1.1587 -1.9007
O 1.1860 1.7833 -1.3721

=====

Entry from OMol25: 4 unconnected molecules or ions with the total composition C3H13NO3 (wB97M-V/def2-TZVPD).

Its total energy is -402.5012 hartree. The calculation puts the HOMO energy at -7.2 eV. The energy above the lowest of the compared OMol25 structures with the same formula, charge and spin is 208.2 kJ/mol. Its spin multiplicity is 1.

Cartesian coordinates (Å):
C -2.6357 -1.0252 0.2851
C -1.3222 -0.2825 0.0968
C -0.1601 -0.9940 0.1091
N 0.9684 -0.7468 -0.6466
H -3.1047 -0.6333 1.1898
H -3.2783 -0.8143 -0.5714
H -2.4758 -2.0974 0.3422
H -1.2511 0.7971 0.1456
H 0.0659 -1.7459 0.8676
H 1.7411 -1.2849 -0.3071
H 1.0453 0.0290 -1.2816
H -0.1100 4.5398 -0.7190
H -0.4101 3.3100 0.1587
O -0.4086 3.6273 -0.7483
H -1.1066 1.2339 -3.2270
H -0.8005 1.3962 -1.6752
O -0.4275 1.2389 -2.5492
H 4.2330 -1.4442 2.8091
H 5.0102 -2.7893 2.5637
O 4.4272 -2.3145 3.1580

=====

Entry from OMol25: 4 unconnected molecules or ions with the total composition C3H13NO3 (wB97M-V/def2-TZVPD).

Its total energy is -402.5599 hartree. The calculation puts the HOMO energy at -8.5 eV. The energy above the lowest of the compared OMol25 structures with the same formula, charge and spin is 53.9 kJ/mol. Its spin multiplicity is 1.

Cartesian coordinates (Å):
C 0.5735 -0.7881 1.7757
C -0.2378 -0.4209 0.5739
C -1.5353 -0.7201 0.4323
N 0.5154 0.0607 -0.5214
H -0.0413 -1.1433 2.5915
H 1.2417 -1.6053 1.4980
H 1.2041 0.0261 2.1173
H -1.9648 -0.5299 -0.5422
H -2.0440 -1.3637 1.1400
H 1.2862 0.6446 -0.2184
H -0.1223 0.5936 -1.1213
H -1.4802 0.8555 -3.5989
H -0.1407 1.6087 -3.6301
O -0.8437 1.3156 -3.0395
H 1.2959 -3.0193 -1.6494
H 1.5271 -1.6768 -0.9251
O 1.8597 -2.5850 -1.0056
H -0.6166 2.9405 3.1247
H -0.8973 1.8497 2.0801
O -0.4023 2.6642 2.2284

=====

Entry from OMol25: 4 unconnected molecules or ions with the total composition C3H13O3S (wB97M-V/def2-TZVPD).

Its total energy is -746.0656 hartree. The calculation puts the HOMO energy at -3.3 eV. The energy above the lowest of the compared OMol25 structures with the same formula, charge and spin is 22.6 kJ/mol. As for the total charge: -1. Its spin multiplicity is 1.

Cartesian coordinates (Å):
C -0.9668 0.9812 1.3451
C 0.4755 1.4330 1.4336
C 1.6080 0.5889 0.8240
S 1.6744 0.3869 -0.9966
H -1.2844 0.1525 1.9805
H -1.6424 1.8120 1.5846
H -1.2536 0.6887 0.3338
H 0.7787 1.5286 2.4852
H 0.5614 2.4167 0.9594
H 2.5089 1.0915 1.1741
H 1.6751 -0.4084 1.2788
H -1.2948 -2.5479 0.5612
H -0.5642 -2.7500 1.8825
O -1.3280 -3.0752 1.3934
H -1.4884 2.2715 -1.7463
H -0.6267 1.0540 -1.9659
O -1.5077 1.4119 -2.1510
H -1.7775 -1.1959 -0.8987
H -0.2389 -1.0260 -1.0084
O -0.9582 -1.6837 -0.8797

=====

Entry from OMol25: a molecular structure, C3H14B2Be2Cl6 (wB97M-V/def2-TZVPD).

Its total energy is -2961.8386 hartree. The calculation puts the HOMO energy at -17.0 eV. As for the total charge: +2. Its spin multiplicity is 1.

Cartesian coordinates (Å):
Be 0.3454 1.6869 -0.6553
Be 0.2657 -1.3885 -1.1302
B 0.5151 0.2813 -2.1459
H 1.2592 0.1099 -1.3836
H 0.9316 -0.1260 -3.0541
H -0.3777 -0.2412 -1.8391
H 0.3825 1.3505 -2.2050
B -0.0331 0.0675 0.2375
H 1.0015 0.2311 -0.0217
H -0.3758 0.7732 0.9783
H -0.5832 0.3234 -0.6547
H -0.2457 -0.9612 0.4838
C 3.5066 -1.6458 0.5277
Cl 1.7595 -1.3952 0.1576
Cl 4.5372 -1.1839 -0.8375
H 3.8361 -1.1825 1.4577
H 3.6577 -2.7241 0.5779
C -1.7926 -0.8891 2.1750
Cl -2.9516 0.2620 1.4925
Cl -1.6191 -2.2928 1.0573
H -0.8216 -0.3953 2.2135
H -2.0817 -1.2609 3.1580
C -2.4038 2.1078 -0.0799
Cl -1.7725 1.4574 -1.6295
Cl -0.9938 2.6879 0.8737
H -3.0263 2.9779 -0.2882
H -2.9196 1.3699 0.5345

=====

no.,F_max (eV/Å)
1,3.87
2,4.01
3,1.69
4,0.99
5,0.89
6,7.42